(1)
Computed, not measured: a single C3H8FPS molecule in a non-equilibrium geometry, with ωB97M-V with the def2-TZVPD basis set.

Positions of all 14 atoms, in Å:
C -1.56 -0.65 -0.36
C -1.11 0.39 0.75
C 0.36 0.69 0.52
F 3.88 0.74 -0.02
P 1.26 -0.99 0.08
S 3.00 -0.10 -1.09
H -1.42 -1.66 -0.07
H -2.64 -0.52 -0.49
H -0.99 -0.50 -1.39
H -1.57 1.30 0.43
H -1.41 -0.04 1.74
H 0.61 1.28 -0.36
H 0.88 1.07 1.41
H 0.70 -1.03 -1.15

Values from the calculation:
SMILES string: CCCPSF
Orbital gap in eV: 9.2392
Max |F| in eV/Å: 2.89
ΔE to the lowest compared entry with this formula, charge and spin in kJ/mol: 16.18
Total energy in Eh: -958.43929
Spin multiplicity: 1
Molar mass in g mol⁻¹: 126.1

Atomic partial charges in e from the Löwdin method, atoms 1 to 2: -0.19 -0.31

***

(2)
Computed, not measured: a molecular structure, C15H16FGaN5O2 in a non-equilibrium geometry, with ωB97M-V with the def2-TZVPD basis set.

Positions of all 40 atoms, in Å:
Ga 0.92 -0.30 -1.76
N -1.80 -0.16 -2.23
N -1.92 0.01 -3.61
C -0.81 0.21 -4.35
N -0.86 0.15 -5.66
N 0.29 0.50 -3.63
N 1.54 0.35 -4.10
O 1.83 0.20 -5.27
O 2.38 0.33 -3.17
H -2.06 -1.11 -1.98
H -2.39 0.50 -1.74
H -2.77 -0.24 -4.08
H -1.69 -0.16 -6.15
H 0.01 0.22 -6.17
F 0.61 -1.88 -2.52
C -0.45 -2.60 4.70
C 0.43 -3.35 3.95
C 0.79 -2.93 2.68
C 0.29 -1.74 2.15
C -0.62 -1.00 2.91
C -0.99 -1.43 4.17
C 0.69 -1.36 0.79
C 0.76 -0.15 0.22
C 0.67 1.21 0.78
C 0.07 2.24 0.05
C -0.07 3.51 0.58
C 0.42 3.78 1.85
C 1.08 2.78 2.56
C 1.21 1.51 2.04
H -0.73 -2.92 5.70
H 0.83 -4.28 4.34
H 1.47 -3.53 2.08
H -1.07 -0.11 2.50
H -1.70 -0.86 4.75
H 0.93 -2.22 0.16
H -0.28 2.03 -0.96
H -0.55 4.29 0.01
H 0.31 4.77 2.28
H 1.50 3.00 3.53
H 1.72 0.74 2.59

Values from the calculation:
Orbital gap in eV: 6.5150
Max |F| in eV/Å: 1.44
Total energy in Eh: -3029.80893
Spin multiplicity: 1
Charge: +1
Molar mass in g mol⁻¹: 387.0

Atomic partial charges in e from the Löwdin method, atoms 1 to 2: 0.72 0.07

***

Copy entry 1 word for word.
Computed, not measured: a single C3H8FPS molecule in a non-equilibrium geometry, with ωB97M-V with the def2-TZVPD basis set.

Positions of all 14 atoms, in Å:
C -1.56 -0.65 -0.36
C -1.11 0.39 0.75
C 0.36 0.69 0.52
F 3.88 0.74 -0.02
P 1.26 -0.99 0.08
S 3.00 -0.10 -1.09
H -1.42 -1.66 -0.07
H -2.64 -0.52 -0.49
H -0.99 -0.50 -1.39
H -1.57 1.30 0.43
H -1.41 -0.04 1.74
H 0.61 1.28 -0.36
H 0.88 1.07 1.41
H 0.70 -1.03 -1.15

Values from the calculation:
SMILES string: CCCPSF
Orbital gap in eV: 9.2392
Max |F| in eV/Å: 2.89
ΔE to the lowest compared entry with this formula, charge and spin in kJ/mol: 16.18
Total energy in Eh: -958.43929
Spin multiplicity: 1
Molar mass in g mol⁻¹: 126.1

Atomic partial charges in e from the Löwdin method, atoms 1 to 2: -0.19 -0.31